#a
Below is a structure of composition CHN3O3S, with properties calculated with ωB97M-V with the def2-TZVPD basis set.

```
! RIJCOSX wB97M-V def2-TZVPD def2/J DEFGRID3
* xyz 0 1
C -1.379 0.508 -1.203
N -0.799 1.246 -0.445
N 0.842 -0.562 -1.099
N 0.288 -0.005 1.612
O -0.714 -0.639 1.578
O 1.061 0.241 2.506
O -1.785 -0.320 -1.852
S 0.767 0.622 -0.172
H 1.721 -1.092 -0.926
*
```

Summary:
Highest occupied orbital energy (Ha): -0.3556

***

#b
Below is a cluster of 3 separate species, CHN3O3S in total, with properties calculated with ωB97M-V with the def2-TZVPD basis set.

```
! RIJCOSX wB97M-V def2-TZVPD def2/J DEFGRID3
* xyz 0 1
C -3.045 -1.716 -1.975
N 0.298 1.039 -2.101
N -1.903 1.701 -2.013
N -0.832 1.387 -1.946
O -4.117 -1.350 -2.193
O -1.978 -2.108 -1.829
O 2.477 2.931 0.772
S 2.032 2.126 -0.366
H 0.527 0.128 -2.457
*
```

Summary:
Highest occupied orbital energy (alpha / beta) (Ha): -0.3247 / -0.3229

***

Best to worst by energy: #b, #a.

***

#a
Below is the ion C4H12NS2 with charge +2, with properties calculated with ωB97M-V with the def2-TZVPD basis set.

```
! RIJCOSX wB97M-V def2-TZVPD def2/J DEFGRID3
* xyz 2 2
N -2.441 0.648 -0.263
C -1.789 -0.148 0.871
C -2.209 0.563 2.171
C -0.257 0.084 0.756
S 0.313 -1.051 -0.610
S 1.922 0.038 -1.344
C 2.889 0.430 0.090
H -3.355 0.227 -0.469
H -1.945 0.717 -1.156
H -2.609 1.610 0.051
H -2.160 -1.170 0.835
H -3.288 0.447 2.332
H -1.741 0.140 3.063
H -1.940 1.629 2.158
H 0.170 -0.302 1.680
H -0.106 1.142 0.559
H 3.873 0.829 -0.171
H 2.380 1.207 0.678
H 3.030 -0.445 0.735
*
```

Summary:
Highest occupied orbital energy (alpha / beta) (Ha): -0.6842 / -0.6985

***

#b
Below is a cluster of 2 separate species, C4H12NS2 in total, with properties calculated with ωB97M-V with the def2-TZVPD basis set.

```
! RIJCOSX wB97M-V def2-TZVPD def2/J DEFGRID3
* xyz 2 2
C -2.057 -0.433 -1.489
C 0.142 0.171 -2.181
N -0.587 -0.281 -1.246
H -2.609 0.298 -0.901
H -2.366 -1.457 -1.286
H -2.169 -0.306 -2.563
H -0.292 0.491 -3.127
H 1.227 0.228 -2.129
H -0.195 -0.638 -0.346
C -0.255 0.854 2.375
C 1.076 0.440 1.680
S 1.150 -1.327 1.277
S 3.008 -1.375 0.243
H -0.580 0.131 3.123
H -1.029 0.945 1.606
H -0.064 1.854 2.759
H 1.889 0.649 2.390
H 1.237 1.091 0.816
H 2.474 -1.335 -1.002
*
```

Summary:
Highest occupied orbital energy (alpha / beta) (Ha): -0.7184 / -0.6949

***

Best to worst by energy: #a, #b.

***

#a
Below is an isolated molecule of C5H12S2, with properties calculated with ωB97M-V with the def2-TZVPD basis set.

```
! RIJCOSX wB97M-V def2-TZVPD def2/J DEFGRID3
* xyz 0 1
C -1.158 1.801 -1.873
C -1.298 3.097 -1.084
C -0.007 0.900 -1.385
S -0.453 0.256 0.277
S 1.237 -0.984 0.474
C 0.564 -2.108 1.742
C 1.573 -3.202 1.998
H -1.035 1.973 -2.931
H -2.004 1.141 -1.654
H -1.862 3.842 -1.628
H -0.270 3.432 -0.900
H -1.704 3.067 -0.076
H -0.095 -0.049 -1.918
H 0.985 1.337 -1.412
H 0.397 -1.492 2.627
H -0.411 -2.489 1.442
H 2.587 -2.818 2.102
H 1.591 -4.001 1.257
H 1.363 -3.703 2.941
*
```

Summary:
SMILES: CCCSSCC
Highest occupied orbital energy (Ha): -0.2883

***

#b
Below is an isolated molecule of C5H12S2, with properties calculated with ωB97M-V with the def2-TZVPD basis set.

```
! RIJCOSX wB97M-V def2-TZVPD def2/J DEFGRID3
* xyz 0 1
C 0.292 -0.109 -2.580
C 1.703 0.173 -3.076
C 0.050 0.473 -1.183
S 0.561 -0.777 0.025
S 0.720 0.226 1.785
C -0.897 0.273 2.529
C -1.233 -0.803 3.565
H -0.373 0.392 -3.282
H 0.053 -1.171 -2.594
H 2.444 -0.391 -2.497
H 1.803 -0.039 -4.138
H 1.916 1.227 -2.904
H -1.000 0.741 -1.050
H 0.626 1.387 -1.023
H -1.784 0.394 1.911
H -0.971 1.248 2.998
H -1.751 -0.347 4.409
H -1.818 -1.620 3.138
H -0.343 -1.278 3.968
*
```

Summary:
SMILES: CCCSSCC
Highest occupied orbital energy (Ha): -0.3219

***

Best to worst by energy: #b, #a.

***

#a
Below is an isolated molecule of C4H3NO2S, with properties calculated with ωB97M-V with the def2-TZVPD basis set.

```
! RIJCOSX wB97M-V def2-TZVPD def2/J DEFGRID3
* xyz 0 1
C 1.686 0.285 -0.119
C 0.265 0.041 -0.320
C -0.503 -1.059 -0.103
C -1.880 -0.742 0.017
H 1.085 1.987 0.611
H -0.237 -2.167 0.285
H -2.986 -1.133 0.165
N -0.602 1.134 -0.258
O 1.917 1.570 0.019
O -1.798 0.630 -0.161
S 3.052 -0.547 -0.137
*
```

Summary:
SMILES: OC(=S)c1ccon1
Highest occupied orbital energy (Ha): -0.3271

***

#b
Below is an isolated molecule of C4H3NO2S, with properties calculated with ωB97M-V with the def2-TZVPD basis set.

```
! RIJCOSX wB97M-V def2-TZVPD def2/J DEFGRID3
* xyz 0 1
C -0.095 -0.045 1.712
C 0.037 -0.021 0.255
C 0.434 0.937 -0.694
C 0.258 0.315 -1.821
H -0.225 -1.895 1.423
H 0.705 1.935 -0.570
H 0.162 0.625 -2.915
N -0.282 -1.045 -0.398
O -0.502 -1.225 2.106
O -0.238 -0.979 -1.726
S -0.254 1.398 2.629
*
```

Summary:
SMILES: OC(=S)c1ccon1
Highest occupied orbital energy (Ha): -0.3352

***

Best to worst by energy: #b, #a.